# 1
Entry from the OMol25 dataset: C24H20Br2N5O2Pd as an isolated structure (the ωB97M-V functional and the def2-TZVPD basis).

The HOMO energy is -17.2525 eV. The total charge is +3. The value obtained for the relative energy (zero: lowest compared OMol25 entry of this formula, charge and spin) is 0.166 eV. For the HOMO-LUMO gap, the calculation gives 6.7 eV. The value obtained for the total energy is -180295.9191 eV.

Each line ends with the Löwdin charge.
Geometry (Å):
Pd  0.104  -0.113  0.143  1.285
Br  0.999  0.507  6.683  0.959
Br  6.537  1.312  1.094  0.954
O  0.699  1.790  -2.428  0.058
O  -0.088  -0.241  -1.877  -0.103
N  -1.675  -1.050  0.066  -0.078
N  -2.748  -0.434  0.010  0.190
N  2.073  0.407  0.279  -0.011
N  0.252  1.545  -4.985  0.214
N  0.267  0.016  2.147  -0.022
C  -1.938  3.630  0.188  -0.001
C  4.283  0.759  -0.537  -0.042
C  4.752  0.941  0.763  -0.644
C  -2.157  -4.381  -1.420  -0.021
C  -2.564  0.937  0.100  -0.247
C  0.191  0.712  -2.689  -0.613
C  2.946  0.498  -0.734  -0.064
C  -0.564  -0.018  4.374  -0.040
C  -1.245  -5.120  -0.667  -0.011
C  2.524  0.550  1.552  -0.171
C  -0.739  -0.150  3.017  -0.070
C  1.496  0.356  2.599  -0.165
C  -0.869  2.714  0.159  -0.040
C  -0.191  0.387  -4.138  -0.011
C  -3.593  1.869  0.112  0.047
C  -0.627  -3.171  0.591  -0.029
C  -1.544  -2.452  -0.171  -0.246
C  -3.259  3.217  0.169  -0.014
C  -0.486  -4.524  0.333  -0.032
C  -2.317  -3.030  -1.184  0.008
C  3.847  0.824  1.821  -0.012
C  1.738  0.507  3.949  -0.007
C  -1.229  1.404  0.145  -0.098
C  0.700  0.315  4.864  -0.643
H  0.279  -0.530  -4.484  0.151
H  -1.134  -6.178  -0.860  0.131
H  4.953  0.820  -1.382  0.129
H  -1.710  -0.404  2.613  0.125
H  -2.744  -4.870  -2.185  0.129
H  -3.016  -2.427  -1.743  0.123
H  0.196  -5.123  0.919  0.127
H  -1.270  0.276  -4.224  0.150
H  -4.049  3.955  0.191  0.135
H  -4.618  1.527  0.061  0.144
H  1.029  1.305  -5.604  0.185
H  -1.706  4.685  0.240  0.136
H  -1.400  -0.171  5.041  0.133
H  -0.500  1.919  -5.567  0.184
H  4.196  0.936  2.836  0.121
H  -0.092  -2.682  1.401  0.099
H  2.553  0.351  -1.726  0.111
H  0.573  2.279  -4.325  0.158
H  0.161  3.045  0.168  0.128
H  2.721  0.775  4.304  0.122

---

# 2
Entry from the OMol25 dataset: C24H20BrClF4IN3O4Ti as an isolated structure (the ωB97M-V functional and the def2-TZVPD basis).

The HOMO energy (alpha / beta) is 0.5554 / 0.5581 eV. The total charge is -2. The value obtained for the relative energy (zero: lowest compared OMol25 entry of this formula, charge and spin) is 0.783 eV. For the HOMO-LUMO gap (alpha / beta), the calculation gives 3.3 / 3.3 eV. The value obtained for the total energy is -162526.7999 eV.

Each line ends with the Löwdin charge.
Geometry (Å):
I  1.144  0.578  3.034  1.110
Br  2.020  1.028  6.477  0.667
Ti  -0.201  0.384  -1.146  0.967
Cl  -0.655  -2.345  1.203  0.400
F  1.794  -0.942  -0.034  0.016
F  0.531  -4.127  -3.352  0.040
F  2.345  -5.767  -2.426  0.045
F  3.588  -2.669  0.900  0.070
O  2.953  2.925  -0.460  -0.007
O  -2.098  0.892  -1.483  -0.207
O  1.592  1.310  -1.256  -0.164
O  -3.915  1.902  -0.592  -0.009
N  -0.072  0.875  -3.529  -0.319
N  0.267  -1.411  -2.202  -0.069
N  -0.415  1.969  -0.124  -0.064
C  1.936  -2.125  -0.662  -0.199
C  -0.667  2.169  -3.837  -0.079
C  0.386  0.196  5.996  -0.744
C  -1.278  -0.817  0.341  -0.596
C  2.241  -4.553  -1.828  -0.238
C  2.850  -3.016  -0.174  -0.232
C  1.310  -3.667  -2.334  -0.140
C  -1.139  -0.738  4.411  -0.149
C  0.672  2.738  0.289  -0.266
C  -1.877  3.314  1.221  -0.051
C  -0.375  -1.574  -3.503  -0.217
C  -1.706  2.368  0.242  -0.221
C  3.046  -4.265  -0.750  0.025
C  -0.929  -0.223  -3.978  -0.202
C  -1.977  -1.124  5.444  -0.089
C  1.263  0.768  -4.102  -0.088
C  -1.645  -0.835  6.757  -0.111
C  0.515  3.707  1.232  -0.095
C  -2.700  1.708  -0.614  -0.583
C  1.111  -2.377  -1.789  -0.191
C  0.053  -0.060  4.673  -0.735
C  1.872  2.339  -0.486  -0.586
C  -0.456  -0.179  7.035  -0.165
C  -0.767  3.970  1.779  -0.141
H  -1.391  -0.968  3.384  0.039
H  0.336  -1.953  -4.245  0.105
H  -2.888  3.560  1.527  0.104
H  -1.679  -0.205  1.157  -0.026
H  -0.860  2.271  -4.918  0.082
H  1.731  -0.161  -3.786  0.084
H  -1.003  -0.234  -5.080  0.116
H  -2.133  -1.205  -0.215  -0.012
H  0.020  2.956  -3.525  0.095
H  1.215  0.803  -5.204  0.087
H  -1.208  -2.285  -3.476  0.115
H  -1.921  -0.043  -3.567  0.106
H  1.390  4.265  1.547  0.106
H  -1.600  2.277  -3.289  0.082
H  1.877  1.586  -3.730  0.085
H  -0.175  0.048  8.055  0.084
H  3.765  -4.968  -0.361  0.114
H  -2.306  -1.115  7.568  0.093
H  -0.893  4.697  2.571  0.058
H  -2.894  -1.652  5.213  0.102

---

# 3
Entry from the OMol25 dataset: C24H20BrClF4IN3O4Ti as an isolated structure (the ωB97M-V functional and the def2-TZVPD basis).

The HOMO energy is -1.3321 eV. The total charge is -2. The value obtained for the relative energy (zero: lowest compared OMol25 entry of this formula, charge and spin) is 0.384 eV. For the HOMO-LUMO gap, the calculation gives 4.6 eV. The value obtained for the total energy is -162527.1992 eV.

Each line ends with the Löwdin charge.
Geometry (Å):
I  0.500  -2.203  0.929  0.330
Br  3.293  -7.774  6.360  0.355
Ti  0.026  -0.090  -0.669  0.734
Cl  2.859  1.874  -0.822  0.481
F  -0.536  1.788  -5.171  0.062
F  3.599  -1.473  -3.852  0.096
F  1.136  0.993  -7.011  0.067
F  1.955  -0.627  -1.924  -0.018
O  -1.773  -2.599  -3.541  0.060
O  -0.898  0.942  0.775  -0.200
O  -0.328  -1.577  -2.148  -0.184
O  -2.723  1.576  1.919  0.089
N  -0.032  1.129  -2.316  -0.063
N  -2.139  -0.501  -0.790  0.078
N  -0.079  3.647  -0.583  -0.265
C  0.525  1.057  -4.753  -0.131
C  2.124  -4.291  8.352  -0.164
C  1.774  -3.414  7.327  -0.163
C  -1.214  3.157  -1.329  -0.207
C  -3.943  -1.633  -1.791  0.023
C  1.701  0.981  0.250  -0.660
C  1.767  -0.181  -3.188  -0.181
C  -4.799  -1.052  -0.865  -0.037
C  0.704  0.713  -3.399  -0.178
C  -1.488  -1.910  -2.575  -0.575
C  2.309  -5.096  5.591  -0.171
C  2.565  -5.564  8.018  -0.219
C  2.623  -5.865  6.664  -0.697
C  2.439  -0.236  -5.488  0.055
C  -2.167  0.936  1.052  -0.571
C  2.603  -0.634  -4.173  -0.208
C  1.868  -3.814  5.996  -0.197
C  1.380  0.604  -5.741  -0.220
C  -2.594  -1.335  -1.711  -0.145
C  -0.864  2.314  -2.547  -0.196
C  -2.940  0.053  0.103  -0.162
C  -0.488  4.233  0.674  -0.096
C  0.742  4.555  -1.349  -0.131
C  -4.298  -0.194  0.108  0.021
H  1.579  4.889  -0.736  0.075
H  -1.817  2.035  -3.015  0.120
H  1.164  4.054  -2.218  0.063
H  0.175  5.445  -1.688  0.083
H  2.315  0.293  0.824  -0.035
H  3.090  -0.586  -6.273  0.126
H  -0.360  2.967  -3.260  0.103
H  2.847  -6.280  8.781  0.062
H  2.055  -3.990  9.393  0.074
H  1.276  1.735  0.903  -0.015
H  -1.052  3.507  1.260  0.069
H  -1.855  2.604  -0.646  0.093
H  -5.858  -1.276  -0.894  0.105
H  -1.830  3.997  -1.714  0.125
H  -4.281  -2.315  -2.558  0.120
H  -1.114  5.136  0.534  0.083
H  0.396  4.521  1.246  0.086
H  1.571  -3.080  5.248  0.058
H  -4.920  0.270  0.860  0.120
H  1.428  -2.413  7.572  0.074

---

# 4
Entry from the OMol25 dataset: C24H20BrClN3O2STi as an isolated structure (the ωB97M-V functional and the def2-TZVPD basis).

The HOMO energy (alpha / beta) is -4.5762 / -4.5789 eV. The total charge is -1. The value obtained for the relative energy (zero: lowest compared OMol25 entry of this formula, charge and spin) is 0.374 eV. For the HOMO-LUMO gap (alpha / beta), the calculation gives 7.1 / 7.1 eV. The value obtained for the total energy is -150296.9577 eV.

Each line ends with the Löwdin charge.
Geometry (Å):
Br  -0.763  -0.823  -1.808  0.187
Ti  0.538  -0.337  0.408  0.818
Cl  5.936  -0.778  -3.811  0.597
S  -1.346  -2.458  4.264  0.518
O  1.697  0.675  1.405  -0.219
O  1.656  0.826  -1.195  -0.116
N  -0.670  1.228  0.776  -0.191
N  -0.036  2.145  1.694  -0.009
N  -0.431  -1.390  1.856  -0.021
C  -2.041  1.435  0.778  -0.180
C  -6.009  -3.044  2.187  -0.108
C  -4.892  -2.404  2.712  -0.088
C  2.698  -1.979  -0.838  -0.340
C  3.541  -1.861  -3.120  -0.121
C  1.866  2.761  0.194  -0.090
C  -0.814  -1.836  2.870  -0.910
C  2.631  4.235  -2.064  -0.087
C  2.559  -2.223  -2.211  -0.076
C  4.884  -1.009  -1.316  -0.120
C  4.696  -1.249  -2.666  -0.688
C  2.580  4.849  -0.821  -0.096
C  -4.222  -1.447  1.971  -0.035
C  -4.652  -1.115  0.686  -0.218
C  2.208  4.105  0.288  -0.041
C  1.401  2.034  1.454  -0.392
C  1.609  -2.223  0.121  -0.253
C  1.935  2.167  -1.064  -0.223
C  -3.947  -0.108  -0.136  -0.092
C  -6.445  -2.722  0.910  -0.107
C  -5.768  -1.767  0.165  -0.060
C  2.319  2.891  -2.183  -0.002
C  3.893  -1.375  -0.420  -0.057
C  -2.973  0.652  0.286  -0.064
H  -6.529  -3.797  2.767  0.092
H  2.380  2.384  -3.139  0.124
H  1.980  -2.446  1.125  0.060
H  -4.267  -0.043  -1.174  0.103
H  -0.340  3.091  1.458  0.109
H  3.411  -2.052  -4.177  0.098
H  2.836  5.895  -0.715  0.096
H  1.167  0.618  -2.013  0.018
H  -4.519  -2.660  3.696  0.082
H  2.177  4.577  1.265  0.114
H  1.907  2.498  2.309  0.145
H  -7.310  -3.220  0.488  0.092
H  2.926  4.795  -2.941  0.101
H  5.793  -0.532  -0.973  0.098
H  4.029  -1.160  0.634  0.114
H  -3.345  -0.963  2.380  0.085
H  -6.102  -1.524  -0.837  0.103
H  -2.384  2.361  1.241  0.112
H  1.647  -2.684  -2.570  0.091
H  0.907  -2.991  -0.198  0.049

---

# 5
Entry from the OMol25 dataset: C24H20BrI2N2O8Y as an isolated structure (the ωB97M-V functional and the def2-TZVPD basis).

The HOMO energy is -7.6330 eV. The value obtained for the relative energy (zero: lowest compared OMol25 entry of this formula, charge and spin) is 0.243 eV. For the HOMO-LUMO gap, the calculation gives 7.9 eV. The value obtained for the total energy is -131867.2834 eV.

Each line ends with the Löwdin charge.
Geometry (Å):
I  -2.913  1.096  3.370  0.931
I  2.119  -0.972  5.901  0.823
Y  -1.247  -0.337  -0.642  1.635
Br  5.442  5.162  1.023  0.733
O  -2.001  -1.085  1.244  -0.257
O  -4.233  -1.810  -0.827  -0.109
O  -2.316  -0.496  -2.678  -0.102
O  -0.341  1.988  -0.942  -0.039
O  -3.349  0.862  -0.520  0.023
O  0.378  0.593  0.591  -0.110
O  -1.771  -2.543  -2.035  -0.011
O  -5.437  1.493  -0.120  0.145
N  0.310  -2.277  -0.114  -0.108
N  0.813  -0.544  -2.069  0.047
C  2.185  0.470  -3.738  -0.044
C  -0.085  -1.992  2.298  -0.167
C  1.672  2.557  0.212  -0.125
C  -4.086  -2.022  -2.243  -0.074
C  3.177  -0.833  -2.002  -0.008
C  3.903  4.102  0.696  -0.685
C  3.073  4.421  -0.368  -0.118
C  -4.516  0.574  -0.373  -0.466
C  0.956  0.201  -3.169  -0.100
C  -1.175  -1.088  2.262  -0.466
C  1.706  -1.897  -0.264  -0.146
C  3.634  3.028  1.530  -0.113
C  -5.117  -0.816  -0.414  -0.103
C  0.034  -2.964  1.161  -0.131
C  -0.378  -0.172  4.383  -0.234
C  -1.298  -0.214  3.348  -0.642
C  0.492  1.682  -0.054  -0.584
C  0.696  -1.041  4.363  -0.743
C  -2.603  -1.706  -2.435  -0.652
C  1.902  -1.067  -1.503  -0.243
C  2.514  2.254  1.278  -0.002
C  1.951  3.644  -0.605  -0.007
C  3.320  -0.049  -3.132  -0.047
C  0.834  -1.958  3.329  -0.120
H  1.993  -1.304  0.609  0.128
H  1.280  3.868  -1.424  0.121
H  1.666  -2.653  3.326  0.100
H  0.809  -3.708  1.387  0.124
H  -6.033  -0.779  -1.012  0.146
H  4.304  0.153  -3.536  0.112
H  -0.498  0.539  5.188  0.079
H  0.038  0.600  -3.585  0.117
H  3.306  5.267  -0.999  0.101
H  -4.999  2.356  -0.023  0.149
H  -0.912  -3.493  1.031  0.135
H  2.274  1.408  1.910  0.121
H  4.289  2.802  2.359  0.103
H  0.027  -2.884  -0.879  0.105
H  -4.720  -1.349  -2.820  0.132
H  2.368  -2.772  -0.301  0.134
H  -4.319  -3.064  -2.459  0.131
H  -5.401  -1.046  0.617  0.157
H  4.036  -1.263  -1.504  0.120
H  2.252  1.081  -4.627  0.108

---

# 6
Entry from the OMol25 dataset: C24H20ClN2O2PS2Se2W as an isolated structure at a distorted geometry (the ωB97M-V functional and the def2-TZVPD basis).

The HOMO energy (alpha / beta) is -13.8009 / -13.8171 eV. The total charge is +2. The value obtained for the relative energy (zero: lowest compared OMol25 entry of this formula, charge and spin) is 0.000 eV. For the HOMO-LUMO gap (alpha / beta), the calculation gives 5.2 / 5.4 eV. The value obtained for the total energy is -208276.3278 eV.

Each line ends with the Löwdin charge.
Geometry (Å):
W  -1.277  0.724  0.471  1.006
Se  -1.646  1.891  2.654  0.800
Se  -0.095  3.091  0.310  0.701
Cl  -4.645  0.415  1.348  0.667
S  -0.021  0.406  -1.659  0.409
S  0.834  -0.092  1.272  0.441
P  1.616  -0.176  -0.619  0.302
O  -2.401  -0.602  -0.255  -0.349
O  -3.032  -2.732  -0.112  0.164
N  -2.345  2.172  -0.715  -0.218
N  -1.653  -0.686  2.263  -0.209
C  1.130  -2.808  -1.236  -0.090
C  4.877  2.094  0.147  -0.046
C  -3.931  3.077  -2.215  -0.008
C  -1.630  -0.279  4.627  -0.031
C  -1.540  -2.002  2.476  -0.098
C  -1.671  0.138  3.319  -0.714
C  2.872  -4.434  -1.524  -0.033
C  -1.648  3.320  -0.724  -0.694
C  2.995  0.927  -0.776  -0.426
C  -3.321  -1.588  0.014  -0.589
C  5.223  2.522  -1.126  -0.035
C  -4.688  -1.100  0.426  -0.428
C  4.457  2.159  -2.228  -0.042
C  -3.233  4.288  -2.199  0.006
C  2.107  -1.829  -1.016  -0.386
C  3.840  -3.466  -1.306  -0.041
C  -1.540  -1.654  4.847  0.009
C  3.341  1.360  -2.058  -0.078
C  3.760  1.294  0.330  -0.091
C  1.519  -4.108  -1.492  -0.047
C  -2.070  4.416  -1.458  -0.038
C  -3.457  2.027  -1.466  -0.101
C  3.464  -2.156  -1.052  -0.054
C  -1.490  -2.515  3.762  0.003
H  -1.493  -2.042  5.856  0.133
H  -5.158  -1.869  1.033  0.105
H  5.477  2.383  0.999  0.120
H  0.773  -4.868  -1.675  0.119
H  -1.498  5.332  -1.446  0.127
H  -3.945  1.065  -1.446  0.102
H  4.732  2.498  -3.216  0.120
H  6.096  3.144  -1.263  0.121
H  -3.599  5.128  -2.774  0.133
H  -1.406  -3.584  3.898  0.130
H  4.888  -3.728  -1.340  0.121
H  3.170  -5.454  -1.727  0.122
H  -5.283  -0.933  -0.473  0.104
H  -1.651  0.431  5.440  0.129
H  4.219  -1.398  -0.892  0.113
H  3.493  0.963  1.326  0.093
H  -4.828  2.952  -2.803  0.127
H  -1.506  -2.645  1.608  0.120
H  2.742  1.081  -2.917  0.111
H  0.077  -2.549  -1.218  0.091